Computed, not measured: C23H32N4O5 in the gas phase, with ωB97M-V/def2-TZVPD.

XYZ file:
```
64
Properties=species:S:1:pos:R:3:forces:R:3
C -4.3288 -3.1975 1.2457 -0.03 0.46 -0.15
C -4.8119 -2.0713 0.3513 -0.27 -0.40 -0.24
H -5.8945 -1.9292 0.4372 0.16 -0.02 -0.06
H -4.5810 -2.2712 -0.7020 -0.08 0.04 0.15
O -4.1530 -0.8719 0.7529 0.16 0.24 0.13
C -4.5192 0.2452 0.0763 -0.13 -0.11 0.14
O -5.3200 0.2405 -0.8311 -0.20 -0.15 -0.29
N -3.8857 1.3469 0.5312 0.09 -0.08 0.07
C -2.8475 1.3351 1.5422 0.24 -0.08 0.39
H -2.5304 0.3068 1.7113 -0.01 0.14 0.01
C -1.6512 2.1872 1.0947 0.06 -0.04 -0.16
H -1.7406 3.2107 1.4600 -0.02 0.08 0.03
H -0.7464 1.7427 1.5079 -0.02 0.10 0.02
C -1.5565 2.2236 -0.4356 0.15 0.32 0.07
N -1.4072 0.8831 -0.9635 -0.29 0.06 0.09
C -0.2372 0.3679 -1.3812 -0.59 -0.43 -0.27
O 0.7709 1.0368 -1.5077 0.46 0.22 -0.03
C -0.3312 -1.1166 -1.7484 0.21 -0.10 -0.11
C 1.0090 -1.6416 -2.2689 -0.11 0.23 0.09
C 2.1101 -1.4857 -1.2034 0.35 0.00 -0.41
N 1.5404 -1.4789 0.1296 -0.13 0.03 0.11
C 1.5205 -0.3607 0.9204 0.34 -0.19 0.09
O 0.5710 -0.0810 1.6363 -0.38 0.01 0.14
N 2.6558 0.4155 0.9231 -0.13 0.22 0.00
C 3.9498 0.0310 0.5518 0.39 -0.07 0.01
C 4.4228 -1.2635 0.7499 0.18 0.06 0.04
C 5.7278 -1.5943 0.4422 -0.05 -0.10 0.02
C 6.5915 -0.6279 -0.0477 0.03 0.08 -0.04
C 6.1466 0.6674 -0.2230 -0.11 0.03 0.04
C 4.8325 1.0118 0.0737 -0.02 -0.18 -0.05
O 4.4768 2.3156 -0.1054 0.41 -0.19 0.00
C 3.1064 2.6090 0.0832 -0.56 0.09 0.15
C 2.5472 1.8173 1.2628 0.00 0.33 -0.19
H 1.4994 2.0564 1.4360 0.12 0.01 0.00
H 3.1273 2.0309 2.1683 -0.11 0.01 -0.04
H 3.0519 3.6858 0.2576 -0.02 -0.09 0.01
H 2.5357 2.3505 -0.8170 0.09 0.07 0.15
H 6.8012 1.4411 -0.5919 0.07 0.10 -0.05
H 7.6132 -0.8806 -0.2854 0.10 -0.01 -0.03
H 6.0744 -2.6044 0.5991 0.02 -0.09 0.02
H 3.7536 -2.0034 1.1604 -0.05 -0.05 0.02
C 0.4378 -2.4034 0.2783 -0.21 -0.07 0.26
C -0.7827 -1.9809 -0.5572 0.07 -0.02 0.04
H -1.4770 -1.4298 0.0766 -0.06 -0.06 0.01
H -1.2949 -2.8721 -0.9256 -0.04 0.00 0.00
H 0.8015 -3.3850 -0.0396 -0.03 0.02 0.04
H 0.1750 -2.4494 1.3362 0.01 -0.12 -0.13
H 2.8366 -2.3035 -1.2864 -0.01 0.09 -0.02
H 2.6314 -0.5455 -1.3678 -0.06 -0.19 -0.01
H 1.3018 -1.0889 -3.1613 0.04 -0.08 -0.03
H 0.8859 -2.6913 -2.5424 -0.02 0.00 -0.05
H -1.0800 -1.1886 -2.5461 0.04 0.04 0.09
H -2.2103 0.2809 -0.8850 0.14 -0.11 -0.05
C -2.8059 2.8925 -1.0306 -0.02 -0.04 0.12
H -2.6529 3.9691 -1.0988 0.00 0.06 -0.03
C -4.0422 2.6053 -0.1618 -0.18 0.16 -0.34
H -4.9436 2.5457 -0.7724 0.08 0.10 0.14
H -4.1737 3.3881 0.5905 -0.04 -0.01 -0.02
H -2.9591 2.5104 -2.0403 0.01 0.05 -0.03
H -0.6529 2.7624 -0.7394 -0.19 -0.08 0.05
H -3.2546 1.7221 2.4839 0.07 -0.08 -0.01
H -4.5665 -2.9772 2.2828 -0.02 -0.04 0.12
H -4.8150 -4.1248 0.9579 -0.04 -0.11 -0.02
H -3.2521 -3.3153 1.1553 0.12 -0.07 0.00
```
Positions in Å, forces in eV/Å.

Total charge ... 0
Frontier orbital gap ... 8.636 eV
LUMO level ... 0.679 eV
E ... -1490.94300 Eh
SMILES ... CCOC(=O)N1CCC(NC(=O)C2CCN(C(=O)N3CCOc4ccccc43)CC2)CC1